[1]
DFT (ωB97M-V with the def2-TZVPD basis set) results for a cluster of 5 separate species, C4H21N2O4 in total at a distorted geometry.

Values from the calculation:
- M: 161.2 g mol⁻¹
- Charge: +1
- Spin multiplicity: 1
- Energy above the lowest of the compared OMol25 structures with the same formula, charge and spin: 1.340 eV
- HOMO: -12.7 eV

```
31
Properties=species:S:1:pos:R:3:forces:R:3
C 0.7152 -1.1964 0.8936 -1.1 0.9 0.0
C 1.2216 -0.9507 -0.5305 -0.6 0.7 0.5
C 0.2865 -0.0148 -1.3040 -0.4 -0.2 -0.6
C -1.1351 -0.5650 -1.5938 0.3 0.7 -0.1
N -1.1212 -2.0132 -1.6761 -0.8 -0.6 0.5
N 1.0903 0.0040 1.7320 0.3 -0.2 -0.2
H -0.3760 -1.1633 0.9374 0.1 -0.3 -0.2
H 1.0028 -2.0734 1.4487 0.5 -0.3 -0.1
H 1.3258 -1.8525 -1.1128 0.3 -0.3 0.2
H 2.1551 -0.4019 -0.4360 0.5 -0.4 -0.2
H 0.1830 0.9540 -0.8249 0.1 0.2 0.2
H 0.7548 0.1828 -2.2651 0.2 0.0 -0.1
H -1.4945 -0.1515 -2.5340 0.3 -0.2 -0.4
H -1.8456 -0.0872 -0.9146 -0.2 -0.5 0.6
H -1.9075 -2.3753 -2.2056 0.1 0.3 -0.5
H -1.3377 -2.4117 -0.7640 0.4 0.1 0.1
H 0.8742 0.8851 1.2488 -0.1 0.0 0.1
H 2.0904 0.0200 1.9224 0.0 0.1 0.1
H 0.6192 0.0303 2.6354 0.0 0.0 0.0
H -1.2346 3.0022 0.6878 0.1 0.1 0.0
H 0.1961 3.5136 0.9653 -0.1 0.1 -0.1
O -0.3720 2.7396 1.0286 0.1 -0.3 0.1
H -1.6802 -3.6800 1.3686 0.0 0.1 0.3
H -2.5008 -3.0184 2.4785 0.0 0.0 0.0
O -1.6699 -2.9439 1.9970 0.0 -0.1 -0.3
H 3.0249 2.6937 2.5649 -0.5 0.0 0.2
H 1.5439 2.9657 3.0136 0.4 -0.1 0.0
O 2.1436 2.2954 2.6536 0.2 0.2 -0.1
H -0.4654 1.5186 -4.4124 -0.1 0.0 0.2
H -1.1728 1.8719 -3.0727 0.1 -0.1 -0.2
O -0.9143 2.2222 -3.9296 0.0 0.2 -0.1
```
Positions in Å, forces in eV/Å.


[2]
DFT (ωB97M-V with the def2-TZVPD basis set) results for a structure of composition C28H27BrCl2N3O7PrSi at a distorted geometry.

Values from the calculation:
- M: 837.3 g mol⁻¹
- <S²>: 2.00
- Spin multiplicity: 3
- Energy above the lowest of the compared OMol25 structures with the same formula, charge and spin: 0.000 eV
- HOMO (alpha / beta): -7.7 / -7.7 eV

```
70
Properties=species:S:1:pos:R:3:forces:R:3
Pr 0.9752 -0.3049 -0.6593 -1.0 0.2 -0.9
O 2.4763 -1.5285 5.7783 0.0 -0.1 -0.5
C 2.6380 -0.7109 4.7017 -0.3 0.5 0.6
O 3.5588 0.0430 4.6318 0.1 -0.1 -0.1
C 1.4948 -0.6991 3.7548 0.0 0.1 -0.2
C 0.1491 -0.5989 4.0378 0.3 -0.2 -0.2
N -0.4882 -0.5440 2.8569 -0.1 0.1 -0.3
N 0.3644 -0.5670 1.8183 0.1 0.2 0.2
C 1.5787 -0.6402 2.3466 -0.1 -0.4 0.6
C 2.8454 -0.8367 1.5325 0.2 0.4 -0.5
O 3.6496 -1.6193 1.9748 0.1 0.2 -0.2
O 2.9024 -0.1379 0.4094 0.5 -0.6 1.4
H 1.7736 -2.1549 5.5616 0.1 -0.1 0.2
H -0.3878 -0.5560 4.9657 -0.1 0.0 0.2
H -1.4801 -0.4910 2.6822 0.2 0.0 0.1
C -0.6782 0.8305 -4.8879 0.1 -0.1 0.1
Si -1.4296 0.2641 -3.2506 0.1 0.5 0.2
C -3.2715 0.5877 -3.2478 0.0 0.0 0.0
C -1.2342 -1.5872 -3.0832 0.3 -0.2 0.2
N -0.5976 1.0085 -1.9184 0.2 -0.1 0.3
C -0.5211 2.3844 -1.7781 0.0 0.2 -0.2
C -1.0766 3.3122 -2.6768 -0.1 0.1 0.0
C -0.9757 4.6823 -2.5128 0.1 0.0 0.2
C -0.2917 5.2157 -1.4319 0.0 0.0 0.0
C 0.2969 4.3496 -0.5240 -0.1 0.1 -0.3
C 0.1727 2.9897 -0.7140 0.2 -0.2 0.3
O 0.8208 2.1135 0.1871 -0.4 -0.1 0.0
C 0.8923 2.5291 1.5220 0.1 -0.1 -0.4
C 2.1503 2.6346 2.0785 -0.2 0.1 0.4
C 2.2434 3.0202 3.4120 0.0 -0.1 -0.1
C 1.0986 3.3028 4.1386 -0.1 0.0 -0.1
C -0.1546 3.1921 3.5435 0.0 0.0 0.0
C -0.2737 2.7964 2.2219 0.3 0.0 0.1
H -0.2999 -0.0182 -5.4540 0.1 -0.1 -0.1
H 0.1487 1.5166 -4.7163 0.1 0.1 0.1
H -1.3821 1.3478 -5.5315 -0.2 0.1 -0.1
H -3.7357 0.0552 -4.0761 -0.1 -0.1 -0.1
H -3.5398 1.6351 -3.3394 0.0 0.2 0.0
H -3.7140 0.2112 -2.3274 -0.1 0.0 0.1
H -1.1328 -2.0505 -4.0613 -0.1 0.0 -0.2
H -2.0965 -2.0344 -2.5991 -0.2 -0.1 0.1
H -0.3639 -1.9448 -2.5261 0.0 0.0 0.0
H -1.6192 2.9526 -3.5337 -0.1 -0.2 -0.2
H -1.4371 5.3324 -3.2395 -0.1 0.1 -0.1
H -0.2035 6.2810 -1.2955 0.0 0.1 0.0
H 0.8519 4.7324 0.3180 0.1 0.0 0.1
H 3.0216 2.3931 1.4910 0.1 0.0 -0.1
H 3.2142 3.0756 3.8745 0.1 0.0 0.1
H 1.1782 3.6071 5.1696 0.0 0.0 0.1
H -1.0444 3.4231 4.1100 -0.1 0.0 0.1
H -1.2338 2.7238 1.7322 -0.1 0.0 -0.1
Cl 2.6965 1.3955 -2.6254 0.0 -0.3 0.0
C 2.9735 -0.0485 -3.6345 0.3 0.1 -0.6
Cl 2.5905 -1.5966 -2.8472 0.0 0.2 0.0
H 4.0352 -0.0622 -3.8887 -0.3 0.0 0.0
H 2.3388 0.0446 -4.5191 0.2 0.0 0.3
Br -4.4634 -6.1491 2.0805 -0.1 -0.1 0.1
C -2.9461 -5.4038 1.2477 0.2 0.2 -0.1
C -2.8564 -4.0247 1.1178 0.0 -0.2 0.0
C -1.7347 -3.4769 0.5185 0.1 0.4 0.0
C -0.7201 -4.2889 0.0325 0.0 -0.4 0.0
C -0.8395 -5.6701 0.1572 0.0 0.1 0.0
C -1.9419 -6.2339 0.7732 -0.1 0.1 0.1
C 0.4977 -3.7366 -0.6444 0.4 0.6 -0.2
O 1.1946 -4.4050 -1.3812 -0.2 -0.2 0.1
O 0.7351 -2.4719 -0.3941 -0.3 -0.4 -0.1
H -3.6560 -3.3950 1.4796 0.0 0.0 0.0
H -1.6523 -2.3944 0.4162 0.0 -0.3 0.0
H -0.0559 -6.2978 -0.2379 0.1 0.0 0.0
H -2.0284 -7.3034 0.8827 0.0 -0.1 0.0
```
Positions in Å, forces in eV/Å.


[3]
DFT (ωB97M-V with the def2-TZVPD basis set) results for a cluster of 2 separate species, C3H9NS in total at a distorted geometry.

Values from the calculation:
- M: 91.2 g mol⁻¹
- Spin multiplicity: 1
- Energy above the lowest of the compared OMol25 structures with the same formula, charge and spin: 2.867 eV
- SMILES: C=N.CSC
- HOMO: -8.5 eV

```
14
Properties=species:S:1:pos:R:3:forces:R:3
C -0.7740 -5.1096 3.5012 0.6 0.4 -0.2
N -0.3883 -5.9617 4.3362 0.7 2.0 1.3
H -1.1224 -4.1320 3.8762 -1.3 -0.5 -0.1
H -0.6754 -5.1242 2.4008 0.5 -0.2 0.1
H 0.5525 -6.2984 4.4753 -0.5 -1.7 -1.1
C -1.0987 2.7586 -2.2065 0.6 -1.1 -1.4
S 0.4913 2.2343 -3.0136 -0.2 1.3 0.3
C 1.6088 3.1982 -1.9639 0.2 -0.7 0.7
H -1.5123 1.7793 -1.9963 -0.6 0.3 0.6
H -1.7048 3.2382 -2.9690 -0.1 0.2 0.2
H -0.9510 3.3977 -1.3492 0.1 -0.1 0.2
H 1.5755 4.2863 -1.9156 -0.4 0.0 -0.7
H 1.3790 2.8439 -0.9584 0.4 0.1 0.1
H 2.6200 2.8896 -2.2170 0.1 0.0 0.0
```
Positions in Å, forces in eV/Å.


[4]
DFT (ωB97M-V with the def2-TZVPD basis set) results for a cluster of 3 separate species, C20H41N2O4 in total at a distorted geometry.

Values from the calculation:
- M: 373.6 g mol⁻¹
- Charge: -1
- Spin multiplicity: 1
- Energy above the lowest of the compared OMol25 structures with the same formula, charge and spin: 0.000 eV
- HOMO: -4.1 eV

```
67
Properties=species:S:1:pos:R:3:forces:R:3
C -18.1128 -13.3848 3.2270 -0.9 -0.8 -0.3
C -17.1124 -14.4686 2.7773 0.9 0.0 -0.4
O -17.1514 -15.5469 3.4139 -0.1 0.2 0.1
O -16.3313 -14.1540 1.8409 -0.3 0.0 0.3
H -17.7580 -12.9076 4.1401 -0.1 0.2 -0.1
H -19.0498 -13.9194 3.4354 0.1 0.1 0.4
H -18.3756 -12.6895 2.4285 0.5 0.3 0.1
C -18.9332 -10.3085 -0.5295 0.4 -0.5 -0.9
C -19.7178 -9.6734 0.6030 0.0 0.2 -0.3
C -20.8598 -10.6250 0.9708 -0.4 0.5 0.7
C -21.3754 -10.4261 2.3952 -0.4 -0.3 0.5
C -20.2971 -10.3016 3.4619 -0.1 0.0 0.1
C -19.2222 -9.2573 3.1135 -0.9 -0.3 0.2
N -18.8339 -9.5761 1.7495 1.0 -0.8 0.3
O -17.5650 -9.0382 1.4088 -0.3 0.5 0.0
C -19.8177 -7.8472 3.3602 0.9 -0.3 -0.2
C -18.0289 -9.4750 4.0260 0.6 0.8 0.4
C -20.2499 -8.3076 0.1220 -0.5 -0.1 0.4
H -18.6461 -11.3461 -0.3365 0.0 0.1 0.4
H -18.0245 -9.7584 -0.7674 0.0 0.1 0.1
H -19.5043 -10.3544 -1.4639 -0.3 0.2 0.2
H -21.7162 -10.3930 0.3328 0.2 -0.4 -0.4
H -20.5248 -11.6547 0.8653 0.0 0.0 -0.2
H -21.9817 -11.2901 2.6937 -0.1 0.0 -0.3
H -22.0774 -9.5850 2.4423 0.2 0.2 0.0
H -19.8115 -11.2622 3.6427 0.0 0.0 -0.3
H -20.7899 -10.0480 4.4064 0.1 0.2 0.0
H -20.5420 -7.6069 2.5934 -0.3 0.1 0.2
H -20.2476 -7.8468 4.3601 -0.2 0.2 0.0
H -19.0213 -7.0983 3.3250 -0.1 0.0 0.0
H -18.2991 -9.3457 5.0781 -0.3 -0.2 -0.1
H -17.5384 -10.4409 3.9166 -0.2 -0.1 -0.2
H -17.2841 -8.6941 3.8357 0.0 -0.2 0.0
H -19.4902 -7.5417 0.2660 0.0 0.1 -0.3
H -21.1302 -8.0268 0.7076 0.1 0.1 0.0
H -20.5837 -8.3687 -0.9138 0.2 0.1 -0.1
H -16.9698 -9.7869 1.5336 0.0 0.0 -0.1
C -15.9434 -13.8326 6.6383 -1.2 -0.4 0.7
C -15.3007 -15.1115 7.2043 1.1 0.2 -0.7
C -14.3067 -14.7817 8.3165 0.3 0.6 0.7
C -14.8747 -14.6838 9.7354 0.1 -0.5 -0.5
C -15.7551 -15.8820 10.0116 0.3 -0.4 1.3
C -16.8298 -16.1729 8.9753 -0.3 0.1 0.3
N -16.2101 -16.1593 7.6565 -0.1 -0.4 0.0
O -17.1552 -16.4877 6.6598 0.2 -0.2 0.3
C -17.3559 -17.5841 9.2411 0.4 -0.2 -0.1
C -17.9502 -15.1420 9.1425 0.3 1.4 0.4
C -14.4594 -15.7199 6.0635 -0.8 0.3 -0.2
H -15.2027 -13.0799 6.3883 0.1 0.0 -0.1
H -16.5545 -14.0810 5.7666 0.3 0.0 -0.1
H -16.6356 -13.4166 7.3832 0.2 0.2 -0.1
H -13.4828 -15.5005 8.3251 -0.2 -0.3 0.0
H -13.8182 -13.8239 8.1060 -0.1 -0.1 -0.3
H -14.0307 -14.7353 10.4260 -0.1 0.4 0.2
H -15.4200 -13.7523 9.8940 0.0 0.1 0.0
H -16.1966 -15.7782 11.0160 -0.4 0.2 -0.3
H -15.1308 -16.7687 10.1892 0.1 0.0 -0.6
H -18.2463 -17.8121 8.6601 -0.1 0.0 0.1
H -17.5323 -17.7372 10.3084 -0.3 0.2 0.0
H -16.5729 -18.2935 8.9609 -0.1 0.0 -0.1
H -17.5027 -14.1371 9.1788 0.0 -0.2 -0.3
H -18.4383 -15.1697 10.1214 -0.2 -0.6 -0.2
H -18.6957 -15.1008 8.3491 -0.1 -0.3 0.1
H -13.7626 -14.9595 5.7049 0.2 -0.1 0.0
H -13.9463 -16.6124 6.4153 0.1 0.0 0.0
H -15.1310 -15.9661 5.2369 0.1 -0.1 0.0
H -17.8564 -15.8222 6.6979 0.1 0.2 -0.3
```
Positions in Å, forces in eV/Å.


[5]
DFT (ωB97M-V with the def2-TZVPD basis set) results for an isolated molecule of C2H8OP2 at a distorted geometry.

Values from the calculation:
- M: 110.0 g mol⁻¹
- Spin multiplicity: 1
- Energy above the lowest of the compared OMol25 structures with the same formula, charge and spin: 0.688 eV
- SMILES: C[P@H](=P)CO
- HOMO: -7.4 eV

```
13
Properties=species:S:1:pos:R:3:forces:R:3
C -0.4683 -1.8632 -0.0921 0.2 -0.4 -0.6
P -0.7657 -0.0363 0.3983 -0.2 -2.2 -0.3
P -2.6607 0.4479 -0.1854 -0.6 -0.4 -0.5
C 0.5848 1.0268 -0.2200 2.0 0.5 -2.0
O 1.8521 0.8079 0.4247 1.4 0.6 -1.0
H 0.6292 -1.9672 -0.3472 -1.2 0.0 0.4
H -0.7458 -2.6442 0.7008 0.5 1.6 -0.7
H -1.0701 -2.1827 -0.9915 0.6 0.8 0.8
H -0.4811 -0.2970 1.7225 0.4 0.6 0.8
H -2.5756 1.7372 0.3293 0.2 0.6 0.3
H 0.7169 0.7088 -1.3587 -0.7 0.9 2.1
H 0.4055 2.1418 -0.1180 -0.7 -1.4 -0.4
H 2.5786 1.2942 -0.1039 -1.9 -1.2 1.2
```
Positions in Å, forces in eV/Å.


Question: The highest spin multiplicity belongs to which entry?
Answer: C28H27BrCl2N3O7PrSi


Question: Look up the M of the third one.
Answer: 91.2 g mol⁻¹


Copy entry 5 word for word.
DFT (ωB97M-V with the def2-TZVPD basis set) results for an isolated molecule of C2H8OP2 at a distorted geometry.

Values from the calculation:
- M: 110.0 g mol⁻¹
- Spin multiplicity: 1
- Energy above the lowest of the compared OMol25 structures with the same formula, charge and spin: 0.688 eV
- SMILES: C[P@H](=P)CO
- HOMO: -7.4 eV

```
13
Properties=species:S:1:pos:R:3:forces:R:3
C -0.4683 -1.8632 -0.0921 0.2 -0.4 -0.6
P -0.7657 -0.0363 0.3983 -0.2 -2.2 -0.3
P -2.6607 0.4479 -0.1854 -0.6 -0.4 -0.5
C 0.5848 1.0268 -0.2200 2.0 0.5 -2.0
O 1.8521 0.8079 0.4247 1.4 0.6 -1.0
H 0.6292 -1.9672 -0.3472 -1.2 0.0 0.4
H -0.7458 -2.6442 0.7008 0.5 1.6 -0.7
H -1.0701 -2.1827 -0.9915 0.6 0.8 0.8
H -0.4811 -0.2970 1.7225 0.4 0.6 0.8
H -2.5756 1.7372 0.3293 0.2 0.6 0.3
H 0.7169 0.7088 -1.3587 -0.7 0.9 2.1
H 0.4055 2.1418 -0.1180 -0.7 -1.4 -0.4
H 2.5786 1.2942 -0.1039 -1.9 -1.2 1.2
```
Positions in Å, forces in eV/Å.